[1]
30
Properties=species:S:1:pos:R:3 method="wB97M-V/def2-TZVPD" lumo_ev=-1.58 de_lowest_kcal_mol=91.97 smiles="CCC1=C(N2CC2)C(=O)C(Br)=C(N2CC2)C1=O" homo_lumo_gap_ev=7.6140 mol_weight_g_mol=297.15
O -0.45153 3.05972 0.12601
O -0.50046 -2.17231 0.69215
Br -0.69000 2.51582 3.10921
C -0.44656 1.88302 0.26129
C -0.38705 -0.95229 0.59568
C -0.54920 1.30983 1.60215
C -0.50762 -0.05693 1.78477
C -0.20134 0.97448 -0.94267
C -0.12406 -0.38551 -0.73975
N -0.58192 -0.50936 3.14069
N -0.11042 1.45286 -2.25238
C 1.64016 -1.89112 -1.74173
C 0.24868 -1.31217 -1.88674
C 0.33605 -1.55490 3.60722
C -1.22902 -1.77963 3.50994
C -0.89133 2.59917 -2.69657
C 0.68086 2.60101 -2.51904
H 1.72676 -2.45455 -0.77606
H 2.36950 -1.05512 -1.66855
H 1.88521 -2.53315 -2.57172
H 0.22017 -0.85597 -2.85631
H -0.41628 -2.12667 -1.89805
H 0.76652 -1.53229 4.62607
H 0.96814 -2.11714 2.89163
H -1.77265 -1.74371 4.47946
H -1.61383 -2.50037 2.79624
H -1.32991 2.41914 -3.67687
H -1.55114 3.10349 -1.96500
H 1.13456 3.10986 -1.64526
H 1.37769 2.50479 -3.38581

---

[2]
28
Properties=species:S:1:pos:R:3 method="wB97M-V/def2-TZVPD" charge=+1 lumo_ev=-4.42 de_lowest_kcal_mol=77.17 smiles=CC1(C)NOc2cccc3ccc[n+]1c23 homo_lumo_gap_ev=7.9902 mol_weight_g_mol=201.25
C -3.24689 1.30563 0.22660
C -0.59309 -2.68085 -0.45428
C -3.15892 -0.06437 0.22623
C -1.81275 -2.18607 -0.12322
C -2.09441 2.05643 -0.09995
C 0.52315 -1.89675 -0.35320
C -1.97121 -0.77820 -0.02454
C -0.74788 0.01636 0.00768
C -0.80921 1.41785 -0.13929
C 1.79399 0.52445 0.01877
C 2.96789 -0.29509 -0.59289
C 2.03199 0.91232 1.47442
N 0.42091 -0.60686 -0.06162
N 1.37343 1.59649 -0.70300
O 0.27045 2.25250 -0.28398
H -4.23530 1.78095 0.43367
H -0.52765 -3.79299 -0.58952
H -4.04471 -0.59632 0.55923
H -2.59989 -2.92875 -0.19845
H -2.18584 3.01304 -0.48003
H 1.42593 -2.38903 -0.39138
H 2.66802 -0.42394 -1.69740
H 3.11430 -1.17870 -0.04029
H 3.84278 0.33662 -0.50453
H 2.37140 0.07589 2.12815
H 1.10542 1.47456 1.92684
H 2.94492 1.67021 1.49260
H 1.17318 1.38460 -1.75662

---

[3]
34
Properties=species:S:1:pos:R:3 method="wB97M-V/def2-TZVPD" lumo_ev=0.28 de_lowest_kcal_mol=106.89 smiles="CS(=O)(=O)Cc1nc(NC(=O)NOc2ccccc2)cs1" homo_lumo_gap_ev=9.0766 mol_weight_g_mol=327.39
O -0.83544 3.36738 2.35802
O -4.11416 -4.84724 -0.16386
O -1.74018 -4.45411 -0.31245
N -2.29981 -0.58867 1.29435
O 0.85191 2.32800 -0.45747
S -0.26542 -2.19201 1.14911
C -0.65327 2.53928 1.51282
C -1.93338 -1.83756 1.30334
C -0.10774 -0.48268 1.07794
C -1.29425 0.17989 1.19414
C 4.86311 1.49248 -1.28344
C 3.89736 1.08353 -2.16159
C 4.55885 1.94248 0.00825
C 2.58949 1.49720 -1.89006
C 3.19638 2.20948 0.29252
C 2.15980 1.99159 -0.63105
N 0.54272 2.79387 0.89550
N -1.53607 1.50911 1.31400
C -3.51297 -2.74203 -1.62147
C -3.10911 -2.84269 1.23907
S -3.08641 -3.79383 -0.21347
H 0.78644 0.02605 0.95899
H 5.99149 1.47042 -1.52921
H 4.21973 0.78430 -3.21094
H 5.32379 2.31546 0.65336
H 1.97159 1.33218 -2.71103
H 3.09143 2.89152 1.11775
H 0.68186 3.77545 0.95340
H -2.48012 1.77882 1.64818
H -2.89385 -1.75112 -1.74914
H -3.33029 -3.36823 -2.53462
H -4.48560 -2.45433 -1.67287
H -3.04027 -3.63777 2.00946
H -4.00761 -2.31624 1.16247

---

[4]
34
Properties=species:S:1:pos:R:3 method="wB97M-V/def2-TZVPD" lumo_ev=-0.66 de_lowest_kcal_mol=74.24 smiles="Cc1nc(CNS(=O)(=O)c2cc([N+](=O)[O-])ccc2C)cs1" homo_lumo_gap_ev=8.3952 mol_weight_g_mol=327.39
C -5.27538 -1.27662 -1.88045
C -4.43478 -0.85970 -0.73565
N -3.37830 -1.46925 -0.33839
C -2.79803 -0.86496 0.73553
C -3.43452 0.25436 1.17116
S -4.82378 0.56633 0.21194
H -3.15611 0.90473 1.97395
C -1.49348 -1.39043 1.24451
N -0.42026 -1.05943 0.31209
S -0.16570 0.59327 0.14683
O -0.77389 1.07438 -1.06248
O -0.50643 1.24138 1.37863
C 1.62222 0.68220 -0.05188
C 2.37650 -0.46609 0.02066
C 3.75683 -0.37476 -0.12497
C 4.37054 0.85446 -0.33646
C 3.59496 1.99476 -0.39838
C 2.20852 1.93196 -0.25597
C 1.36191 3.15285 -0.31038
H 0.79519 3.24457 0.61530
H 0.63108 3.05717 -1.11226
H 1.96189 4.04564 -0.46386
H 4.06619 2.95257 -0.55789
H 5.44380 0.89514 -0.44600
N 4.55741 -1.57263 -0.05549
O 3.97887 -2.62526 0.10172
O 5.75820 -1.45052 -0.16086
H 1.90946 -1.42240 0.19470
H -0.61692 -1.44659 -0.60252
H -1.24151 -0.92464 2.19681
H -1.52440 -2.47707 1.34737
H -5.22004 -0.53489 -2.67636
H -6.31640 -1.36791 -1.57592
H -4.92036 -2.23169 -2.25748

---

[5]
27
Properties=species:S:1:pos:R:3 method="wB97M-V/def2-TZVPD" spin_multiplicity=3 s_squared=2.0308 lumo_ev="0.87 / -1.32" de_lowest_kcal_mol=52.40 homo_lumo_gap_ev="7.2811 / 7.7400" mol_weight_g_mol=187.24
C -1.94124 2.99019 -0.94067
C -0.77126 2.59824 -1.59445
C -2.18752 2.50879 0.38237
C 0.04651 1.60252 -1.04088
C -1.38917 1.56275 0.89775
C -0.21547 1.13715 0.27058
C 1.39240 -0.78615 -0.11913
C 1.01997 -2.03513 -0.38621
C -0.28432 -2.53138 0.19617
C 0.60888 0.05540 0.78798
C 1.74523 -2.91639 -1.42470
C 0.94439 0.08611 2.28831
N -0.90671 -1.62374 1.10778
O -1.49245 -1.87816 -0.25021
H -2.57164 3.85839 -1.16947
H -0.62686 2.92086 -2.63483
H -3.09286 2.85810 0.77825
H 0.90190 1.37075 -1.64711
H -1.62675 1.14120 1.78731
H 2.19393 -0.52845 -0.74122
H -0.39430 -3.64080 0.34371
H 2.38365 -2.12535 -1.87616
H 1.04806 -3.26355 -2.11526
H 2.20182 -3.63791 -0.84033
H -0.04007 0.25991 2.76360
H 1.55827 0.87070 2.55496
H 1.49563 -0.85404 2.62186

---

[6]
28
Properties=species:S:1:pos:R:3 method="wB97M-V/def2-TZVPD" spin_multiplicity=3 s_squared=2.0358 lumo_ev="0.68 / -3.25" de_lowest_kcal_mol=20.52 homo_lumo_gap_ev="7.3986 / 5.5433" mol_weight_g_mol=203.24
C -1.27674 -3.25531 0.14113
C -2.46401 -2.47671 -0.05292
C -0.16334 -2.64616 0.72450
C -1.14947 -0.42258 0.60763
C -0.04983 -1.27904 0.91543
C -1.61174 0.93412 0.61941
C -2.38334 -1.11416 0.09625
C -2.99459 0.91824 0.00714
C -3.88838 2.11783 -0.12164
C 3.23845 -0.18498 -0.69704
C 2.20302 0.82290 -0.17073
C 1.56850 0.52120 1.12648
N -3.38157 -0.27502 -0.23644
O -1.06108 1.98870 1.12131
O 1.14924 -0.88895 1.24593
H -1.26800 -4.29519 -0.05281
H -3.35945 -2.90647 -0.51567
H 0.77693 -3.21922 0.71007
H -3.46350 2.98152 -0.75996
H -4.38568 2.56260 0.70214
H -4.90400 1.72527 -0.56276
H 3.34086 -1.00805 -0.03965
H 2.77124 -0.47603 -1.73922
H 4.19696 0.21392 -0.86138
H 1.51999 1.21509 -0.98994
H 2.76440 1.78168 -0.07212
H 2.26996 0.73561 1.99850
H 0.77420 1.26446 1.47302